Record 1
# C3H8O2

A 2-piece molecular cluster, C3H8O2 overall at a distorted geometry (ωB97M-V/def2-TZVPD, the OMol25 dataset).

The geometry in XYZ format:
```
13
Properties=species:S:1:pos:R:3:forces:R:3:mulliken_charge:R:1
C -0.206 2.942 0.341 -0.0471 0.3152 -0.4485 -0.56
O 0.777 1.960 0.672 -1.2036 0.0386 -0.3147 -0.46
H -0.040 3.805 0.972 -0.0122 0.2058 0.1315 0.24
H -0.181 3.275 -0.711 0.4902 -0.1395 0.1805 0.24
H -1.244 2.614 0.456 0.1356 -0.2540 0.4549 0.25
H 0.341 1.134 0.418 0.6902 -0.1013 -0.0249 0.32
O 0.596 -0.591 -0.791 0.2730 -0.0686 -0.8898 -0.47
C 0.755 -1.777 -0.640 0.1703 0.6355 2.3800 0.19
C -0.377 -2.615 -0.169 -1.7458 -1.0004 -0.0054 -0.93
H 1.781 -2.169 -0.432 -0.2181 -0.1187 -0.9123 0.30
H -0.224 -3.030 0.850 0.2255 0.5221 -0.5018 0.26
H -0.648 -3.488 -0.759 0.6505 -0.2880 -0.3690 0.33
H -1.331 -2.062 -0.206 0.5913 0.2534 0.3196 0.29
```
Forces are in eV/Å.

## Properties
multiplicity	1
HOMO-LUMO gap	10.56	eV
net charge	0
relative energy (zero: lowest compared OMol25 entry of this formula, charge and spin)	160.9	kJ/mol
DFT total energy	-269.53360	Eh

---

Record 2
# C42H58IrN3P2S2

C42H58IrN3P2S2 as an isolated structure at a distorted geometry (ωB97M-V/def2-TZVPD, the OMol25 dataset).

The geometry in XYZ format:
```
108
Properties=species:S:1:pos:R:3:forces:R:3:mulliken_charge:R:1
Ir 0.010 0.728 0.966 -0.8738 -1.3408 0.6107 2.18
C 1.091 2.673 3.250 -0.0132 0.0009 0.0116 -1.42
N 0.099 2.592 2.158 0.3232 0.1531 -0.3467 0.72
C 0.094 3.874 1.391 -0.1373 0.0022 0.0230 -1.28
C 1.262 4.020 0.438 -0.0249 -0.0973 0.0901 -1.13
N 1.271 3.027 -0.637 0.1129 0.0861 -0.1270 1.47
C 2.636 2.901 -1.160 -0.0083 0.0335 -0.0052 -1.23
C 0.312 3.320 -1.676 -0.0782 -0.0184 0.0325 -1.59
C 0.679 4.133 -2.748 0.0094 -0.0291 -0.0062 -0.37
C -0.190 4.399 -3.792 0.0042 -0.0029 -0.0035 -1.15
C -1.468 3.860 -3.766 -0.0069 0.0030 -0.0017 -0.85
C -1.851 3.069 -2.700 0.0093 -0.0217 -0.0058 -0.73
C -0.980 2.781 -1.644 0.0115 -0.0083 0.0142 1.43
S -1.680 1.823 -0.339 0.0836 0.0887 -0.0228 -0.46
C -1.202 2.280 2.750 -0.0102 0.0205 0.0343 -0.29
C -1.984 3.075 3.559 0.0064 0.0040 -0.0135 -0.75
C -3.189 2.521 3.978 0.0018 0.0021 0.0006 -1.00
C -3.547 1.241 3.569 -0.0077 -0.0100 -0.0027 -1.14
C -2.731 0.477 2.737 0.0301 -0.0241 0.0295 -0.06
C -1.515 1.010 2.337 0.0813 0.2857 0.0055 0.71
S -1.121 -1.628 0.935 0.0996 0.4542 -0.0792 0.20
H 0.871 3.547 3.867 -0.0076 -0.0054 0.0101 0.56
H 2.098 2.759 2.858 0.0068 0.0285 -0.0038 0.35
H 1.006 1.784 3.869 0.0034 -0.0107 0.0029 0.32
H 0.126 4.691 2.117 -0.0362 0.0205 -0.0182 0.68
H -0.849 3.923 0.852 -0.0007 0.0146 0.0039 0.42
H 2.206 3.931 0.981 -0.0107 -0.0026 0.0134 0.58
H 1.229 5.039 0.029 0.0347 0.0113 0.0269 0.45
H 3.142 3.870 -1.254 0.0009 -0.0014 -0.0023 0.48
H 3.229 2.270 -0.504 0.0058 0.0126 0.0138 -0.18
H 2.619 2.446 -2.144 -0.0023 -0.0091 0.0057 0.54
H 1.673 4.562 -2.774 -0.0022 0.0052 0.0071 0.44
H 0.128 5.028 -4.613 0.0013 0.0017 0.0012 0.44
H -2.164 4.057 -4.570 -0.0013 -0.0015 0.0003 0.47
H -2.849 2.648 -2.671 -0.0009 0.0058 -0.0004 0.31
H -1.696 4.078 3.848 -0.0045 0.0015 0.0014 0.48
H -3.852 3.088 4.617 0.0011 -0.0002 0.0024 0.43
H -4.490 0.826 3.903 -0.0020 0.0017 -0.0003 0.49
H -3.048 -0.512 2.437 -0.0061 0.0014 -0.0088 0.51
C 4.268 -0.816 3.273 -0.0030 -0.0152 -0.0321 -1.71
C 3.201 0.172 2.788 -0.0192 0.0981 0.0317 0.58
C 3.814 1.093 1.740 0.0354 -0.0033 0.0095 -1.29
P 1.634 -0.585 2.146 -0.0300 0.0109 -0.0090 0.50
C 1.102 -1.600 3.626 0.0920 -0.0198 0.0149 0.49
C 1.042 -3.112 3.398 -0.0272 -0.0064 -0.0191 -1.42
C -0.196 -1.114 4.266 0.0110 -0.0014 0.0102 -1.52
C 2.210 -1.639 0.796 -0.0334 0.0013 0.0093 0.14
C 3.122 -2.684 0.946 -0.0127 -0.0314 -0.0031 -0.75
C 3.568 -3.438 -0.127 -0.0085 -0.0136 0.0075 0.22
C 4.566 -4.548 0.054 -0.0004 0.0079 0.0019 -1.78
C 3.059 -3.118 -1.383 -0.0037 0.0179 -0.0059 -1.16
C 2.152 -2.093 -1.561 -0.0128 -0.0446 -0.0009 -0.45
C 1.713 -1.321 -0.475 -0.0331 0.0691 -0.0386 0.35
N 0.806 -0.259 -0.625 0.5402 0.3743 -0.2461 0.95
C 0.172 -0.193 -1.900 -0.0009 -0.0764 0.0308 -2.40
C 0.847 0.394 -2.960 -0.0075 -0.0199 -0.0023 0.20
C 0.284 0.477 -4.222 -0.0083 -0.0114 0.0107 -1.57
C -0.984 -0.032 -4.469 0.0007 0.0042 -0.0088 0.02
C -1.625 0.066 -5.826 0.0018 -0.0038 0.0036 -1.76
C -1.653 -0.642 -3.415 -0.0283 0.0489 0.0053 -0.36
C -1.098 -0.731 -2.138 0.0280 -0.0032 0.0056 0.50
P -2.048 -1.578 -0.862 -0.0848 0.0511 -0.2037 -0.17
C -2.216 -3.331 -1.373 0.0480 -0.0324 0.1428 0.77
C -0.838 -3.951 -1.608 -0.0039 -0.0013 -0.0065 -1.36
C -3.135 -3.580 -2.569 0.0075 0.0151 -0.0112 -1.53
C -3.714 -0.846 -0.599 -0.0244 -0.0246 0.0648 1.95
C -4.436 -0.265 -1.810 0.0119 0.0010 -0.0036 -1.37
C -4.584 -1.832 0.186 0.0056 -0.0248 -0.0380 -1.89
H 4.986 -0.276 3.892 0.0001 0.0034 -0.0014 0.48
H 3.875 -1.638 3.871 -0.0043 0.0020 0.0140 0.33
H 4.816 -1.234 2.430 -0.0060 -0.0143 -0.0024 0.46
H 2.880 0.756 3.654 0.0126 0.0265 -0.0108 0.60
H 4.053 0.526 0.837 0.0036 0.0039 -0.0025 0.37
H 3.144 1.901 1.459 -0.0233 -0.0407 -0.0428 -0.31
H 4.742 1.530 2.113 -0.0074 0.0051 0.0073 0.56
H 1.900 -1.400 4.346 0.0094 -0.0117 0.0073 0.93
H 0.400 -3.367 2.555 0.0056 0.0033 0.0040 0.11
H 2.020 -3.552 3.221 -0.0093 0.0004 0.0013 0.29
H 0.628 -3.581 4.292 -0.0020 0.0004 0.0008 0.51
H -1.062 -1.379 3.663 0.0050 0.0088 0.0042 0.30
H -0.304 -1.597 5.239 -0.0041 -0.0049 -0.0030 0.60
H -0.220 -0.036 4.426 -0.0020 -0.0029 -0.0111 0.26
H 3.493 -2.934 1.929 0.0054 0.0066 0.0003 0.45
H 4.587 -4.896 1.087 0.0026 0.0021 0.0010 0.41
H 4.330 -5.399 -0.585 -0.0009 -0.0008 0.0010 0.41
H 5.573 -4.216 -0.204 -0.0004 -0.0004 -0.0022 0.31
H 3.374 -3.692 -2.247 0.0030 0.0021 0.0001 0.43
H 1.779 -1.896 -2.555 0.0028 0.0052 0.0008 0.49
H 1.847 0.763 -2.781 -0.0053 0.0147 -0.0008 0.89
H 0.838 0.952 -5.023 -0.0026 0.0039 0.0005 0.40
H -1.059 0.728 -6.479 -0.0010 0.0010 0.0007 0.44
H -1.679 -0.913 -6.306 0.0000 0.0003 -0.0005 0.32
H -2.642 0.452 -5.752 0.0018 0.0032 0.0001 0.38
H -2.643 -1.037 -3.600 0.0045 -0.0104 0.0036 0.85
H -2.659 -3.791 -0.482 -0.0196 -0.0144 -0.0150 0.69
H -0.363 -3.507 -2.485 0.0010 -0.0028 0.0019 0.17
H -0.173 -3.816 -0.755 0.0036 -0.0013 -0.0022 0.16
H -0.952 -5.020 -1.792 -0.0007 -0.0007 0.0031 0.58
H -2.664 -3.257 -3.498 -0.0020 0.0106 0.0038 0.31
H -3.315 -4.652 -2.653 0.0076 -0.0005 -0.0037 0.49
H -4.103 -3.091 -2.479 -0.0012 -0.0071 0.0009 0.29
H -3.470 -0.009 0.057 -0.0094 -0.0226 0.0238 -0.31
H -4.716 -1.021 -2.543 0.0043 0.0035 -0.0034 0.24
H -5.356 0.207 -1.462 0.0021 0.0020 -0.0006 0.52
H -3.834 0.500 -2.298 0.0014 -0.0005 0.0009 0.11
H -4.926 -2.660 -0.436 -0.0074 -0.0035 0.0002 0.38
H -4.060 -2.245 1.049 -0.0030 0.0044 0.0041 0.40
H -5.468 -1.308 0.550 0.0028 0.0047 0.0043 0.48
```
Forces are in eV/Å.

## Properties
multiplicity	2
<S²>	0.7594
HOMO-LUMO gap (alpha / beta)	6.95 / 5.90	eV
net charge	+1
relative energy (zero: lowest compared OMol25 entry of this formula, charge and spin)	9.8	kJ/mol
DFT total energy	-3382.77495	Eh